[1]
57
Properties=species:S:1:pos:R:3 method="wB97M-V/def2-TZVPD" orbital_gap_ev=11.5 homo_ev=-10.54 smiles="CCCCCCCCO[P@@](=O)(OCCC(C)C)OCOCC"
H 3.498 2.970 1.599
H -4.674 1.909 -1.114
P -0.790 0.394 -1.354
H 3.583 1.694 -2.974
O -0.127 0.674 -2.757
C 3.125 1.091 2.517
C -3.118 0.576 -0.454
H 3.642 1.656 0.497
C 4.042 -0.354 -2.702
H 0.603 -0.831 -3.938
H -2.828 1.244 0.353
C -6.912 1.028 -0.097
H -4.748 -1.608 0.522
C 2.415 -2.373 1.235
H -6.445 -1.405 0.902
H -5.201 0.662 1.188
H 1.327 -0.773 -2.285
C 1.604 2.374 0.826
H -6.972 1.321 -1.135
C -4.551 0.864 -0.848
H 1.374 0.353 0.226
H 3.380 -2.838 1.045
O -0.283 1.534 -0.379
C 3.634 -0.336 2.212
H 0.935 -3.348 2.465
C 2.628 -1.484 2.448
H 4.878 -0.087 -2.064
H 0.606 -3.496 0.772
C -5.554 0.381 0.198
H 1.877 -4.464 1.469
C 3.018 2.046 1.294
H -4.725 0.277 -1.748
H 2.168 -1.812 0.341
H 0.274 0.872 1.509
H 4.338 -0.629 -3.705
C 0.738 1.156 0.572
H 3.839 1.531 3.201
C 3.042 0.789 -2.715
C -5.665 -1.141 0.195
H 3.559 -1.219 -2.254
O 1.993 0.580 -3.640
H 3.973 -0.402 1.184
H -7.728 0.363 0.153
O -2.299 0.767 -1.621
H 1.690 -1.117 2.853
C 1.407 -3.489 1.500
H 1.156 3.017 1.574
H -5.982 -1.510 -0.775
H 2.170 1.085 3.034
H -7.011 1.920 0.513
H 1.685 2.920 -0.108
H 2.658 0.960 -1.712
H 3.025 -2.147 3.212
H -3.077 -0.443 -0.096
O -0.642 -0.960 -0.847
H 4.493 -0.534 2.842
C 0.954 -0.207 -3.127

[2]
63
Properties=species:S:1:pos:R:3 method="wB97M-V/def2-TZVPD" orbital_gap_ev=6.4 charge=-1 homo_ev=-4.19
H -0.788 -0.285 -1.614
H -2.949 -1.952 -2.903
H -3.037 -0.203 -2.983
C 1.571 -0.568 1.662
O 0.458 2.423 -2.995
H 2.800 0.796 4.280
H 1.361 2.768 -6.701
H -4.703 -4.037 1.121
O -3.111 0.669 1.083
O -4.107 1.616 1.482
H 8.430 -0.013 5.154
H 3.850 2.215 4.443
H -4.618 -1.311 1.559
C 3.741 1.159 4.683
C 1.021 -0.667 0.214
H -3.513 -3.094 -0.576
H 0.992 0.332 -0.211
H -1.268 3.555 -2.736
C 1.925 -1.548 -0.637
H 1.686 -2.604 -0.540
H 8.522 1.184 3.835
H -0.265 -2.285 0.515
H 2.746 1.694 -6.415
I -6.090 -3.172 3.220
C -4.782 -1.934 0.692
H -2.750 -2.499 0.873
C -3.410 -2.202 0.056
O 1.638 2.067 -4.766
H -0.964 -2.039 -1.637
O 0.650 4.086 -4.517
H -0.647 2.708 -1.313
H 0.184 4.164 -1.892
H -5.448 -1.384 0.038
O 6.867 -0.073 3.785
H 1.064 -1.302 2.276
C 2.165 2.519 -6.010
H 8.815 -0.535 3.500
B -2.802 -1.011 -0.889
H 1.887 -1.290 -1.689
H -3.869 2.418 0.989
H 2.960 -1.422 -0.335
C -5.427 -3.245 1.157
C -1.153 -1.144 -1.047
H 3.755 1.016 5.761
H -4.092 0.869 -0.745
N -4.860 -1.174 -2.616
H 2.812 3.382 -5.865
H -5.343 -0.440 -2.119
C -0.392 -1.230 0.276
H -6.302 -3.513 0.584
C 6.009 0.715 4.441
O 6.309 1.568 5.238
C -3.398 -1.078 -2.438
C -3.145 0.514 -0.342
H -5.201 -2.077 -2.321
C 8.238 0.166 4.097
H -2.378 1.180 -0.758
C 0.887 2.969 -4.126
H 2.643 -0.725 1.710
O 4.776 0.393 4.060
C -0.367 3.275 -2.195
H 1.358 0.425 2.042
H -0.940 -0.787 1.105

[3]
67
Properties=species:S:1:pos:R:3 method="wB97M-V/def2-TZVPD" orbital_gap_ev=8.3 charge=+1 homo_ev=-12.16
O 5.969 3.824 -3.752
H 5.329 7.567 -3.310
H 1.539 1.640 1.141
H 6.078 6.736 -1.038
C 5.631 5.011 -3.236
H -6.336 -1.498 0.707
H 2.032 -1.532 0.192
H -0.837 -0.166 2.022
C -1.493 -1.548 0.499
H -10.282 -5.523 -1.852
H -0.191 0.163 0.398
O -7.941 -4.668 -2.352
H 5.404 1.868 -3.885
N 2.056 -1.637 1.200
C 4.606 0.488 2.647
H 5.383 1.187 2.244
N 2.029 -0.680 3.311
O -4.667 -2.037 1.843
H 1.624 -2.475 1.586
H -1.866 0.563 0.802
H 7.009 7.877 -3.718
H 1.607 1.177 4.332
C -5.972 -1.462 1.734
C -1.070 -0.166 0.952
H -5.809 -3.447 -1.736
H 3.319 2.269 3.219
H -0.664 -2.243 0.641
N 3.753 -0.042 1.551
H -5.682 -5.579 -3.095
O 4.678 5.223 -2.531
C 3.681 1.288 3.626
H 7.750 6.995 -1.503
H 1.031 -0.538 3.118
O -2.577 -2.045 1.283
H 6.653 8.382 -1.326
H -4.791 -4.178 -0.507
C -5.436 -5.561 -2.032
H -1.749 -1.567 -0.563
C 5.121 2.761 -3.329
H 4.313 1.561 4.514
C 6.729 7.348 -1.664
H -9.917 -4.460 -0.457
O 6.543 5.903 -3.622
O 4.447 1.780 -0.089
H -4.611 -6.258 -1.881
C -3.772 -1.496 1.017
C -7.720 -5.513 -1.528
H 4.366 2.676 0.277
H 2.744 0.057 5.156
H -6.643 -2.047 2.361
C -5.014 -4.177 -1.577
H 5.266 2.570 -2.266
O -8.622 -6.058 -0.705
O -6.531 -6.059 -1.256
C 2.453 0.474 4.155
C 2.612 -0.749 2.034
B 3.428 1.035 0.554
H -10.599 -6.073 -0.200
C 6.353 7.236 -3.128
H 4.074 2.982 -3.539
C -9.925 -5.487 -0.823
N 2.013 1.345 0.279
H -4.131 -3.844 -2.125
O -3.993 -0.651 0.194
H -5.959 -0.435 2.099
H 5.158 -0.296 3.215
H 2.021 2.207 -0.279

[4]
59
Properties=species:S:1:pos:R:3 method="wB97M-V/def2-TZVPD" orbital_gap_ev="7.5 / 7.5" de_lowest_kcal_mol=3.6 homo_ev="-7.80 / -7.80"
H 1.940 -0.454 4.182
H -1.221 0.798 2.900
H -0.038 -2.481 -3.507
C 2.075 0.884 -2.425
H -0.402 -0.756 -3.420
H -0.331 -3.966 -1.596
H 0.896 -1.426 -2.444
H -3.253 0.359 -2.740
H -2.316 -3.274 -2.879
H 0.208 2.611 3.709
H 4.762 1.087 1.956
H -2.806 -1.591 -3.023
H 3.287 3.022 2.148
H 1.066 1.212 -4.397
C -2.443 -2.339 -2.320
H -0.486 0.358 4.441
C 1.743 -1.336 3.575
H -3.090 1.572 0.815
Pd 0.838 -0.128 0.382
H 2.862 -2.708 2.334
C -0.552 -3.143 -0.907
H -2.714 2.988 -0.171
H -3.864 1.846 -2.026
H -3.405 -1.382 0.423
H 1.500 -2.155 4.251
C -2.059 1.134 -1.077
H 1.608 1.563 3.852
B 2.178 1.365 -3.923
C -2.338 2.011 0.155
C -0.103 -1.623 -2.827
C -1.120 1.901 -2.012
H -2.048 -2.042 1.349
H -4.098 0.309 -1.186
C 2.959 2.148 1.584
H -1.572 2.866 -2.275
H 3.859 -1.696 3.373
H -2.617 -0.401 1.662
H -1.431 2.191 0.736
H 0.374 -2.892 -0.382
H -3.222 -2.510 -1.572
C 2.967 -1.703 2.745
C -0.276 0.560 3.389
H -0.923 1.367 -2.941
C -1.094 -1.942 -1.702
N 1.996 0.532 -1.323
H 2.991 0.658 -4.485
S 0.225 -1.012 2.622
C -2.439 -1.139 0.876
S 1.144 2.132 1.574
C -3.392 0.883 -1.795
H -0.158 2.104 -1.546
S 3.264 -0.658 1.311
C 0.697 1.736 3.281
H 3.544 0.805 3.186
H 3.201 2.309 0.533
H -1.271 -3.512 -0.171
C 3.696 0.924 2.114
H 2.508 2.536 -3.914
Si -1.305 -0.504 -0.469

[5]
66
Properties=species:S:1:pos:R:3 method="wB97M-V/def2-TZVPD" orbital_gap_ev=4.7 charge=-1 homo_ev=-2.22
H 0.601 -4.972 5.068
H 0.947 2.689 -0.982
O -3.780 0.914 1.628
H 2.966 -3.612 -5.407
H -2.288 1.530 0.442
H -1.823 7.163 -2.932
H 1.430 1.693 1.380
H -2.488 -4.666 2.167
H -0.761 -4.300 2.316
Cl -1.692 -3.186 0.521
C -1.552 -4.571 1.616
C 4.482 3.970 0.123
H 1.703 -1.616 0.599
H -0.759 5.775 -3.195
C -1.200 -5.866 0.930
C -2.327 -0.694 0.446
Cl 3.385 2.162 -1.591
Cl 2.738 -3.431 -3.083
H -2.966 -1.304 1.095
Cl 4.482 -0.620 -3.877
H -0.987 -6.641 1.668
H -1.298 -3.695 6.133
P 0.040 0.118 -0.015
C 4.768 2.685 -0.611
H -5.556 -0.371 -0.631
H -4.130 0.069 1.919
H 0.720 3.848 0.380
H -0.210 -4.470 7.293
Cl -2.532 -6.496 -0.088
H 5.170 -2.789 -4.490
C 3.027 -2.776 -4.711
C 4.380 -2.122 -4.827
Cl 0.523 -2.862 4.057
H -0.327 -5.745 0.293
Cl -0.016 -2.136 7.348
H 1.742 -3.847 5.816
H -3.577 5.595 -2.015
H -3.188 5.325 -3.719
C 0.446 1.733 0.896
H 4.571 -1.854 -5.866
H -2.388 -1.093 -0.580
H -0.341 1.862 1.643
H 5.295 4.187 0.815
H -0.664 3.058 -0.416
C -1.578 6.158 -2.592
N -5.316 0.603 -0.522
H 2.227 -2.075 -4.938
Cl -1.003 6.304 -0.913
C 1.696 -0.718 -0.030
C -3.906 0.875 -0.822
H -3.845 1.913 -1.146
H 5.634 2.781 -1.262
N -0.946 -0.781 0.931
H 1.973 -1.034 -1.038
C -2.797 5.277 -2.703
H 3.553 3.903 0.684
C 0.726 -3.956 5.442
H -3.510 0.215 -1.597
C -2.994 0.701 0.464
H 2.495 -0.053 0.319
C 0.367 2.919 -0.085
H 4.964 1.891 0.110
Cl 4.358 5.367 -0.983
Cl -2.429 3.570 -2.368
H -5.949 1.195 -1.034
C -0.286 -3.697 6.529

[6]
71
Properties=species:S:1:pos:R:3 method="wB97M-V/def2-TZVPD" orbital_gap_ev=2.3 de_lowest_kcal_mol=371.8 homo_ev=-7.09
H 20.383 23.575 6.062
H 24.655 14.670 5.086
H 21.510 19.849 8.527
H 28.940 22.277 14.386
O 26.869 15.735 6.722
F 21.825 22.334 10.642
H 33.106 16.227 6.971
S 26.462 14.273 6.516
H 26.357 28.001 5.583
C 21.531 21.059 10.198
H 33.403 16.022 5.256
H 27.445 29.128 5.972
H 31.780 21.745 12.659
C 28.745 26.724 6.714
H 28.202 18.675 0.353
C 25.549 14.058 4.965
C 27.592 22.288 0.896
H 20.277 22.657 4.643
H 22.386 22.556 6.037
H 28.616 20.111 -0.615
C 28.378 19.750 0.386
F 29.938 28.588 7.444
O 27.272 20.291 2.657
O 28.611 25.313 6.539
O 23.325 20.806 8.411
O 28.455 27.252 5.435
H 34.496 18.026 3.707
S 26.948 20.565 1.197
H 24.322 13.463 7.262
C 20.293 22.542 5.726
H 19.369 22.332 6.265
H 26.841 29.779 3.930
O 29.591 20.330 11.390
H 27.267 28.300 3.198
H 29.218 19.935 1.055
H 25.065 13.081 4.927
F 22.102 20.179 11.064
F 31.042 26.972 6.451
C 28.912 22.100 13.310
C 21.602 21.829 6.249
C 27.563 28.966 4.009
C 27.398 28.231 5.355
C 25.186 13.839 7.810
H 26.064 14.398 4.067
H 34.796 19.750 4.120
H 27.929 22.101 12.838
H 34.713 16.470 6.160
H 32.014 19.990 12.755
F 30.409 26.680 8.438
C 33.638 16.647 6.117
O 21.348 21.841 7.694
H 29.276 23.011 12.836
H 21.874 20.860 5.830
H 27.965 26.992 7.426
C 21.946 20.839 8.661
S 29.725 20.451 12.882
H 28.558 29.409 3.958
C 31.476 20.837 13.181
C 30.059 27.308 7.319
H 24.854 14.728 8.346
S 33.539 18.433 5.907
H 28.271 22.559 1.704
O 32.086 18.821 5.641
H 31.773 21.004 14.216
C 34.764 18.728 4.496
H 26.787 22.954 1.208
F 20.229 20.896 10.381
H 35.723 18.477 4.951
Mg 27.789 20.117 7.214
H 28.010 22.429 -0.101
H 25.618 13.217 8.594

[7]
57
Properties=species:S:1:pos:R:3 method="wB97M-V/def2-TZVPD" orbital_gap_ev=6.0 charge=-1 de_lowest_kcal_mol=32.3 homo_ev=-3.22
C 2.486 -0.208 -1.187
H 5.615 -0.859 -4.343
H 1.499 0.163 -3.759
C 2.670 0.962 -2.144
H 3.374 -1.404 -3.618
H 0.696 -0.804 3.684
H 5.241 0.117 -2.939
C 3.520 -0.449 -4.133
H 4.767 2.083 -4.448
H 5.134 1.067 -5.852
H -0.057 1.363 7.311
C -2.461 0.280 -0.932
C 0.225 1.480 6.263
H 3.231 -0.990 -1.356
H 0.898 -0.544 6.079
C -5.090 0.139 -0.411
H -1.558 -0.833 1.589
H -0.783 -0.318 5.643
H 0.127 1.040 2.176
C 4.986 -0.034 -3.991
H -5.641 -3.023 -1.028
C 0.635 0.211 4.089
C -0.271 1.064 3.197
N -1.766 -2.242 -0.370
H -4.769 -0.127 0.652
H -2.016 1.070 -1.618
H -1.446 -1.521 3.216
H -2.294 1.346 2.545
H 1.928 1.731 -1.904
I -6.482 -1.306 -3.378
H 1.225 1.924 6.230
H -0.216 2.111 3.514
P -6.506 -0.993 -0.893
H 3.650 1.422 -1.979
H 6.397 1.452 -4.675
H 2.550 1.478 -4.226
H -3.009 -1.008 2.581
C -3.909 -0.135 -1.455
O -6.141 -2.597 -0.302
H 1.492 -0.649 -1.305
H 3.306 -0.643 -5.190
H -1.957 -2.923 -1.124
H -3.875 -1.244 -1.739
C -1.739 0.636 3.168
C -1.944 -0.765 2.606
H -2.441 0.694 0.114
H -2.177 0.700 4.168
H -0.476 2.182 5.807
C 0.212 0.131 5.557
O -0.602 -1.013 -1.932
H 2.586 0.129 -0.153
C 2.504 0.572 -3.613
H -4.105 0.407 -2.432
H -2.677 -2.160 0.113
C 5.336 1.216 -4.788
C -1.533 -0.995 -1.120
H 1.653 0.615 4.035